Entry 1:
Here is a structure of composition C42H35AsN3Pt in a non-equilibrium geometry from the Open Molecules 2025 dataset. Energies are from ωB97M-V with the def2-TZVPD basis set.

The geometry in XYZ format:
```
82
Properties=species:S:1:pos:R:3
Pt 0.0930 0.2953 -1.3503
C -0.3078 -1.7386 2.4299
C -0.5016 -0.8304 1.4076
N 0.2475 -0.8313 0.2928
C 1.2203 -1.7662 0.1273
C 1.4272 -2.7767 1.1079
C 0.6545 -2.7221 2.2910
C 2.3823 -3.7719 0.8626
C 3.1384 -3.7300 -0.2948
C 2.9938 -2.7167 -1.2224
C 2.0273 -1.7054 -1.0625
N 1.7536 -0.6545 -1.8849
C 2.2215 -0.2858 -3.1062
C 3.2980 -0.8046 -3.8523
C 3.6926 -0.2292 -5.0426
C 3.0538 0.8784 -5.5696
C 1.9369 1.4111 -4.9110
C 1.2109 2.5268 -5.3958
C 0.1278 2.9968 -4.6730
C -0.2597 2.3398 -3.5181
N 0.3945 1.2679 -3.0511
C 1.5081 0.8176 -3.6916
H -0.9172 -1.6777 3.3188
H -1.2872 -0.0912 1.4588
H 0.8335 -3.4479 3.0711
H 2.5055 -4.5733 1.5771
H 3.8767 -4.5014 -0.4808
H 3.6345 -2.7346 -2.0858
H 3.8494 -1.6620 -3.5121
H 4.5406 -0.6530 -5.5658
H 3.4014 1.3332 -6.4859
H 1.5181 2.9979 -6.3208
H -0.4286 3.8619 -5.0076
H -1.1178 2.6621 -2.9420
C -1.8045 0.7141 -0.9395
C -2.8950 0.2283 -0.6258
C -3.9975 -0.4457 -0.1064
C -5.2103 0.2836 0.2078
C -5.9891 0.0464 1.3510
C -7.1841 0.7108 1.5511
C -7.6334 1.6456 0.6297
C -6.8375 1.9458 -0.4685
C -5.6395 1.2925 -0.6672
C -3.8551 -1.8654 0.0912
C -2.6350 -2.5070 -0.2115
C -2.4456 -3.8489 0.0221
C -3.4713 -4.6220 0.5480
C -4.7079 -4.0352 0.7707
C -4.9093 -2.6924 0.5260
H -5.6322 -0.6412 2.1035
H -7.7808 0.4929 2.4279
H -8.5834 2.1469 0.7743
H -7.1669 2.6836 -1.1880
H -5.0233 1.5298 -1.5232
H -1.8349 -1.9327 -0.6504
H -1.4893 -4.2987 -0.2032
H -3.3173 -5.6705 0.7574
H -5.5291 -4.6386 1.1408
H -5.8968 -2.2705 0.6519
C 3.1857 3.9030 0.3415
As 2.1159 2.2339 0.0808
C 3.6601 1.0473 0.3447
C 1.2992 2.2656 1.9247
C 2.2065 1.9316 3.0471
C 2.4553 0.5979 3.3706
C 3.2759 0.2564 4.4268
C 3.8886 1.2455 5.1815
C 3.6699 2.5760 4.8644
C 2.8341 2.9126 3.8139
H 3.7066 3.8790 1.2978
H 2.5343 4.7776 0.3112
H 3.9221 3.9970 -0.4564
H 4.1644 1.2524 1.2884
H 4.3581 1.2138 -0.4778
H 3.3680 0.0010 0.3216
H 0.4627 1.5654 1.8954
H 0.8928 3.2746 2.0372
H 1.9764 -0.1764 2.7900
H 3.4389 -0.7874 4.6602
H 4.5322 0.9820 6.0082
H 4.1526 3.3584 5.4390
H 2.6470 3.9573 3.6015
```

Output
HOMO energy (spin up / spin down): -1.84 / -1.84 eV
HOMO-LUMO gap (spin up / spin down): 3.53 / 3.53 eV
Total charge: -1
E_LUMO (spin up / spin down): 1.689 / 1.690 eV


Entry 2:
Here is a structure of composition C42H35Br2HfN3O8S3 in a non-equilibrium geometry from the Open Molecules 2025 dataset. Energies are from ωB97M-V with the def2-TZVPD basis set.

The geometry in XYZ format:
```
94
Properties=species:S:1:pos:R:3
Hf 0.2030 -0.2964 0.4590
O 3.0199 1.7080 -1.2292
C 2.0527 1.6260 -0.5149
O 0.9316 1.0092 -0.8145
C 2.0142 2.3441 0.8481
C 0.5669 2.7518 1.2063
C 0.5434 3.7865 2.3276
C 1.0399 2.9449 3.5247
C 1.1244 1.5411 2.9121
O 0.0800 1.5587 1.8834
C 2.3995 1.4252 2.0590
C 2.7186 -0.0716 1.7976
O 3.5068 -0.6173 2.5272
O 2.0880 -0.6511 0.8000
H 2.6854 3.1963 0.7777
H -0.0582 2.9916 0.3523
H -0.4799 4.1269 2.4839
H 1.1640 4.6525 2.1062
H 0.3444 2.9628 4.3619
H 2.0169 3.2589 3.8858
H 0.9680 0.7341 3.6144
H 3.2643 1.8078 2.5924
Br 0.3895 -1.2828 5.3543
C -1.1227 -1.7440 4.3154
C -2.2226 -2.3223 4.9613
C -3.3241 -2.6810 4.2402
Br -4.8136 -3.4217 5.1555
C -3.3672 -2.5037 2.8408
C -4.4318 -2.9083 2.0147
C -4.2937 -2.8001 0.6611
C -3.1202 -2.2453 0.1321
N -2.1572 -1.7394 0.8658
C -2.2511 -1.8988 2.2097
C -1.1026 -1.4940 2.9539
O -0.0873 -0.9535 2.3314
H -2.1847 -2.4820 6.0291
H -5.3310 -3.3208 2.4500
H -5.0682 -3.1466 -0.0102
H -2.9640 -2.2558 -0.9355
S -1.9612 1.2306 -0.2995
C -2.8866 0.3964 -1.4425
N -4.2023 0.6445 -1.5685
C -5.0262 -0.2117 -2.4140
C -4.2685 -0.6027 -3.6596
N -3.0239 -1.2258 -3.2705
C -2.5250 -2.3185 -4.1042
C -2.2114 -1.8689 -5.5126
C -0.9748 -1.3006 -5.8047
C -0.7088 -0.8140 -7.0749
C -1.6762 -0.8877 -8.0676
C -2.9010 -1.4762 -7.7913
C -3.1636 -1.9692 -6.5217
C -2.2486 -0.5768 -2.3457
S -0.6435 -0.9394 -2.1626
C -4.9514 1.5518 -0.6852
C -5.5877 0.8729 0.5159
C -6.8575 0.3152 0.3907
C -7.4914 -0.2595 1.4823
C -6.8600 -0.2892 2.7161
C -5.5913 0.2553 2.8499
C -4.9589 0.8349 1.7594
H -5.9321 0.3310 -2.6821
H -5.3093 -1.1093 -1.8546
H -4.0855 0.2784 -4.2860
H -4.8527 -1.3147 -4.2396
H -3.2958 -3.0950 -4.1180
H -1.6332 -2.7224 -3.6294
H -0.2206 -1.2446 -5.0286
H 0.2558 -0.3734 -7.2918
H -1.4730 -0.4937 -9.0547
H -3.6548 -1.5503 -8.5647
H -4.1142 -2.4519 -6.3212
H -5.7422 1.9836 -1.3000
H -4.2849 2.3474 -0.3670
H -7.3656 0.3451 -0.5676
H -8.4887 -0.6659 1.3705
H -7.3575 -0.7253 3.5729
H -5.0935 0.2426 3.8120
H -3.9792 1.2719 1.8773
O 4.1241 -5.3921 -5.2615
C 2.9944 -5.8818 -4.7079
O 2.5330 -6.9128 -5.1132
C 2.3799 -5.0935 -3.6006
C 2.6267 -3.7396 -3.3893
C 1.9801 -3.0539 -2.3751
C 1.0573 -3.7124 -1.5608
S 0.1092 -2.8896 -0.3337
C 0.8209 -5.0760 -1.7607
C 1.4773 -5.7541 -2.7665
H 4.4268 -4.6022 -4.8030
H 3.3091 -3.1838 -4.0241
H 2.1859 -2.0044 -2.2111
H 0.1108 -5.5841 -1.1217
H 1.3047 -6.8094 -2.9282
```

Output
HOMO energy (spin up / spin down): -7.19 / -7.19 eV
HOMO-LUMO gap (spin up / spin down): 5.49 / 5.49 eV
E_LUMO (spin up / spin down): -1.701 / -1.702 eV


Entry 3:
Here is a structure of composition C42H35ClN5O4Ti from the Open Molecules 2025 dataset. Energies are from ωB97M-V with the def2-TZVPD basis set.

The geometry in XYZ format:
```
88
Properties=species:S:1:pos:R:3
Ti 0.0869 -0.3815 0.2625
Cl 6.9420 -0.4661 2.8088
C 5.2514 -0.5543 2.4788
C 4.4539 -1.4753 3.1720
C 3.1034 -1.5458 2.9274
C 2.4867 -0.7234 1.9702
O 1.1830 -0.8087 1.7931
C 3.2992 0.1930 1.2697
C 2.7479 1.1560 0.3679
N 1.5514 1.1351 -0.1175
C 1.0835 2.2535 -0.8618
C 1.8501 3.1362 -1.5699
C 1.2547 4.2261 -2.2386
C -0.0956 4.4216 -2.2048
C -0.9208 3.5077 -1.5061
C -2.3261 3.6265 -1.4167
C -3.0460 2.6906 -0.7276
C -2.3699 1.6129 -0.1372
N -1.0627 1.4691 -0.1917
C -0.3240 2.4165 -0.8492
C 4.6754 0.2769 1.5570
H 4.9099 -2.1185 3.9133
H 2.4787 -2.2314 3.4871
H 3.3941 1.9987 0.1238
H 2.9198 2.9907 -1.6544
H 1.8853 4.9120 -2.7882
H -0.5476 5.2659 -2.7090
H -2.8201 4.4637 -1.8950
H -4.1207 2.7617 -0.6381
H -2.9173 0.8443 0.3960
H 5.2839 1.0058 1.0348
C -0.3646 -1.0150 -4.3696
O -1.2358 -1.9070 -3.6126
C -0.9994 -1.6184 -2.3470
N -0.2601 -0.6199 -2.0495
C 0.0465 0.0573 -3.3397
C 1.4645 0.5160 -3.5597
C 2.5457 -0.1124 -2.9534
C 3.8389 0.3151 -3.2256
C 4.0590 1.3549 -4.1203
C 2.9804 1.9675 -4.7442
C 1.6877 1.5532 -4.4587
C -1.6865 -2.4040 -1.3079
C -2.5231 -3.4818 -1.5354
C -3.1796 -4.0439 -0.4467
C -3.0108 -3.4904 0.8162
C -2.1608 -2.4059 0.9402
N -1.4925 -1.8950 -0.0932
C -1.9254 -1.6204 2.1636
N -1.3276 -0.4967 2.0961
C -1.3430 0.0734 3.4737
C -1.7518 -1.1417 4.3178
O -2.3246 -2.0681 3.3411
C -0.0709 0.8058 3.8364
C 0.8037 0.3814 4.8251
C 1.9727 1.0923 5.0813
C 2.2772 2.2258 4.3474
C 1.3936 2.6669 3.3680
C 0.2246 1.9675 3.1254
H 0.4948 -1.5942 -4.7051
H -0.9137 -0.6321 -5.2233
H -0.6183 0.9244 -3.4030
H 2.3751 -0.9237 -2.2590
H 4.6795 -0.1739 -2.7483
H 5.0682 1.6770 -4.3409
H 3.1470 2.7680 -5.4531
H 0.8467 2.0475 -4.9338
H -2.6628 -3.8595 -2.5389
H -3.8380 -4.8905 -0.5858
H -3.5321 -3.8758 1.6817
H -2.1539 0.8089 3.4769
H -0.9106 -1.6534 4.7794
H -2.5117 -0.9255 5.0611
H 0.5953 -0.4987 5.4191
H 2.6413 0.7550 5.8625
H 3.1854 2.7774 4.5519
H 1.6066 3.5729 2.8133
H -0.4749 2.3267 2.3780
C 3.1518 -3.6278 -0.5723
C 1.8527 -3.0952 -0.0754
C 1.0949 -3.8929 0.9408
O 1.4196 -2.0284 -0.5061
H 3.0192 -4.6475 -0.9418
H 3.8452 -3.6915 0.2715
H 3.5735 -2.9957 -1.3490
H 1.6629 -4.7515 1.2889
H 0.1659 -4.2475 0.4854
H 0.8308 -3.2445 1.7775
```

Output
HOMO energy (spin up / spin down): -12.89 / -12.96 eV
⟨S²⟩: 0.75
Spin multiplicity: 2
HOMO-LUMO gap (spin up / spin down): 6.89 / 6.82 eV
Total charge: +2
E_LUMO (spin up / spin down): -5.996 / -6.134 eV


Entry 4:
Here is a structure of composition C42H36Cl2IrN6O4P2Se from the Open Molecules 2025 dataset. Energies are from ωB97M-V with the def2-TZVPD basis set.

The geometry in XYZ format:
```
94
Properties=species:S:1:pos:R:3
Ir 0.7928 -1.5752 0.7157
N 1.2701 -3.4779 -0.0628
C 0.9190 -4.7179 0.7039
C 0.8635 -4.4423 2.1976
C -0.3057 -3.5294 2.5427
O -1.3798 -3.9838 2.8587
O -0.0788 -2.2303 2.4463
H 0.9096 -3.5582 -1.0116
H 2.2815 -3.4251 -0.1982
H 1.6565 -5.4885 0.4778
H -0.0415 -5.0721 0.3427
H 1.7927 -3.9787 2.5244
H 0.7384 -5.3798 2.7359
C -0.5528 -0.7475 -2.8210
N -1.0370 -0.4667 -1.5024
P -1.3226 -1.6085 -0.3067
C -2.7103 -0.8835 0.6089
C -3.8468 -0.5417 -0.1290
C -4.9671 -0.0410 0.5124
C -4.9677 0.1022 1.8954
C -3.8522 -0.2650 2.6331
C -2.7241 -0.7654 1.9971
C -2.0787 -3.0994 -1.0173
C -2.1983 -4.2660 -0.2629
C -2.8303 -5.3809 -0.7944
C -3.3584 -5.3405 -2.0755
C -3.2906 -4.1670 -2.8135
C -2.6601 -3.0504 -2.2889
P 0.0812 2.5216 -1.7267
C -1.4801 3.1421 -2.2381
C -1.6235 4.1976 -3.1663
C -2.8817 4.5742 -3.5884
C -4.0065 3.9390 -3.0680
C -3.8842 2.9021 -2.1463
C -2.6308 2.4799 -1.7575
C 1.1375 3.9098 -1.6961
C 2.5151 3.6119 -1.8297
C 3.4503 4.6237 -1.8023
C 3.0335 5.9314 -1.5687
C 1.6858 6.2417 -1.3835
C 0.7376 5.2460 -1.4596
H -0.5125 -1.7968 -3.1143
H 0.4533 -0.3289 -2.9013
H -1.1733 -0.2010 -3.5423
H -3.8630 -0.6745 -1.2051
H -5.8496 0.2123 -0.0608
H -5.8493 0.4777 2.3979
H -3.8640 -0.1838 3.7118
H -1.8706 -1.0961 2.5735
H -1.8659 -4.2935 0.7666
H -2.9241 -6.2760 -0.1939
H -3.8422 -6.2140 -2.4913
H -3.7382 -4.1172 -3.7971
H -2.6513 -2.1404 -2.8712
H -0.7482 4.6893 -3.5682
H -2.9949 5.3639 -4.3181
H -4.9906 4.2490 -3.3950
H -4.7670 2.4201 -1.7488
H -2.5280 1.6464 -1.0741
H 2.8330 2.5854 -1.9760
H 4.4988 4.4029 -1.9465
H 3.7716 6.7215 -1.5165
H 1.3886 7.2631 -1.1896
H -0.3097 5.4797 -1.3260
Se 4.2888 3.2136 5.5693
N 4.7233 1.6244 4.9147
C 3.7677 1.2759 4.0920
C 3.7609 0.0186 3.3559
C 4.7893 -0.9180 3.4430
C 4.6892 -2.0735 2.7043
C 3.5696 -2.2792 1.9101
N 2.5723 -1.4023 1.8248
C 2.6732 -0.2564 2.5305
C 1.5853 0.6996 2.3629
N 0.5969 0.3521 1.5066
C -0.3874 1.2239 1.3021
C -0.4593 2.4523 1.9470
C 0.5305 2.8054 2.8349
C 1.5848 1.9181 3.0422
C 2.6934 2.2097 3.9411
N 2.7808 3.3129 4.6396
H 5.6423 -0.7188 4.0779
H 5.4629 -2.8272 2.7248
H 3.4913 -3.1842 1.3335
H -1.1511 0.9254 0.6054
H -1.3039 3.0993 1.7526
H 0.5144 3.7468 3.3684
Cl 2.9195 -1.5176 -4.0479
C 3.2440 -0.4311 -2.6863
Cl 4.9261 0.0857 -2.6239
C 2.8436 -1.1625 -1.3998
O 3.5255 -2.0731 -0.9682
O 1.7363 -0.7014 -0.9171
H 2.6313 0.4521 -2.8314
```

Output
HOMO energy (spin up / spin down): -13.65 / -13.65 eV
⟨S²⟩: 0.76
Spin multiplicity: 2
HOMO-LUMO gap (spin up / spin down): 5.81 / 5.81 eV
Total charge: +2
E_LUMO (spin up / spin down): -7.840 / -7.841 eV